{
  "formula": "C24H23IN9O2S4SbTa",
  "method": "wB97M-V/def2-TZVPD",
  "molar_mass_da": 1027.39,
  "total_energy_ha": -3759.247145,
  "gap_ev": 6.97,
  "largest_force_ev_per_a": 3.050,
  "lumo_ev": -3.72,
  "de_lowest_kcal_mol": 8.6,
  "total_charge": 1,
  "elements": ["Ta", "I", "Sb", "S", "S", "S", "S", "O", "O", "N", "N", "N", "N", "N", "N", "N", "N", "N", "C", "C", "C", "C", "C", "C", "C", "C", "C", "C", "C", "C", "C", "C", "C", "C", "C", "C", "C", "C", "C", "C", "C", "C", "H", "H", "H", "H", "H", "H", "H", "H", "H", "H", "H", "H", "H", "H", "H", "H", "H", "H", "H", "H", "H", "H", "H"],
  "xyz": [[-0.84817, 0.83664, 0.23164], [-1.68658, -3.72985, -1.45963], [-3.88071, 2.00475, 1.76037], [-2.07370, 2.82694, -0.65656], [-0.34898, 3.13684, 0.37545], [-2.32980, 0.04483, 1.84740], [-2.68692, 3.38401, 3.09987], [0.41221, 0.62501, -1.28195], [-2.77183, -0.05144, -5.60035], [5.68262, 2.76499, 2.21100], [1.69255, 0.91711, -4.54566], [0.63833, 0.74384, 2.08735], [5.32445, 0.82800, 3.42696], [4.95681, 1.72892, 2.49254], [4.13057, 2.38748, 0.64692], [-2.05095, -0.41833, -1.42720], [4.04554, 1.44855, 1.53380], [-0.02933, -1.26261, 0.38888], [0.41337, 0.59587, -2.57791], [-0.59093, -0.05652, -3.29591], [-5.66629, -2.42133, -0.22036], [-3.34743, -2.52176, -0.91529], [0.31805, -2.80971, 2.20634], [0.37469, -1.55122, 1.74332], [1.25667, -2.08418, 4.33518], [5.11207, 3.23684, 1.13085], [1.22676, -0.74769, 3.84586], [-4.58499, -3.20002, -0.64092], [2.62270, 1.64131, -2.37253], [-1.57089, -0.82387, -5.52316], [-1.72661, -0.64615, -2.62767], [1.46317, 1.62074, 4.13237], [1.57059, 0.40555, 4.68618], [-3.22856, -1.13057, -0.99371], [0.75389, -0.50034, 2.57057], [-4.29273, -0.40331, -0.52118], [-5.47755, -1.01815, -0.19996], [0.72534, -3.09424, 3.54699], [0.66306, 0.40007, -5.20220], [-0.47992, -0.17540, -4.65808], [0.95164, 1.75919, 2.81900], [1.57750, 1.00367, -3.22108], [0.48051, -4.13185, 3.88310], [-4.69933, -4.23483, -0.62031], [-0.42769, -2.08788, -0.07788], [2.84346, 1.11017, -1.45993], [5.02556, 1.19556, 4.33134], [0.79437, -1.02990, -0.20553], [-4.20490, 0.68882, -0.61005], [-1.11090, -1.00432, -6.56608], [1.70665, 2.52189, 4.65918], [-6.63943, -2.75691, 0.09659], [0.76881, 0.47806, -6.28926], [2.00034, 0.22334, 5.62524], [0.97028, 2.79580, 2.49155], [-0.02950, -3.61820, 1.61434], [6.36916, 0.80036, 3.43919], [-2.34091, -1.25366, -3.24462], [3.51711, 1.62748, -2.99638], [-2.69433, 0.66949, -6.23517], [2.34404, 2.68110, -2.08712], [5.56388, 4.06510, 0.58090], [-1.85990, -1.75957, -5.10977], [1.65741, -2.20441, 5.31998], [-6.27440, -0.47011, 0.28315]],
  "mulliken_charge": [0.94, 0.01, 0.57, -0.22, -0.22, -0.38, -0.44, 0.12, -0.49, -0.82, -0.69, 0.34, -0.75, 1.00, -0.31, 0.11, 0.04, 0.23, -0.07, 0.54, -0.58, 0.23, -0.37, -0.23, -0.86, -0.14, 1.22, -0.77, -0.89, -1.11, -0.19, -0.97, -0.87, -0.19, 0.56, -0.29, -0.84, -0.94, -0.57, 0.63, -0.27, 0.00, 0.34, 0.49, -0.48, 0.17, 0.25, 0.43, 0.88, 0.35, 0.49, 0.43, 0.36, 0.55, 0.31, 0.50, 0.32, 0.77, 0.45, 0.33, 0.20, 0.42, 0.48, 0.47, 0.40]
}

=====

{
  "formula": "C11H13NOS",
  "method": "wB97M-V/def2-TZVPD",
  "molar_mass_da": 207.30,
  "total_energy_ha": -955.101571,
  "gap_ev": 8.77,
  "smiles": "CCCSc1ccc(C#N)c(OC)c1",
  "largest_force_ev_per_a": 3.226,
  "lumo_ev": 0.34,
  "de_lowest_kcal_mol": 31.4,
  "elements": ["S", "O", "N", "C", "C", "C", "C", "C", "C", "C", "C", "C", "C", "C", "H", "H", "H", "H", "H", "H", "H", "H", "H", "H", "H", "H", "H"],
  "xyz": [[1.54341, 0.94053, -1.15793], [-3.42916, 1.04311, -0.00802], [-4.83034, -1.87015, 0.18279], [-2.45683, -0.98648, -0.29937], [3.41349, -0.02811, 1.65473], [0.03562, 0.12038, -0.70463], [3.20368, -0.92401, 0.41709], [-1.06070, 0.97368, -0.39969], [-0.17761, -1.24256, -0.85285], [-3.30682, 2.45817, 0.25813], [2.90804, -0.26845, -0.94456], [-2.28669, 0.39364, -0.17285], [-3.77876, -1.41569, -0.03975], [-1.40409, -1.82078, -0.57722], [2.58935, 0.65610, 1.76824], [3.75569, 0.35595, -1.24988], [0.65688, -1.92052, -1.13558], [2.37682, -1.60690, 0.62931], [-3.08765, 2.99412, -0.69144], [-4.26157, 2.86109, 0.65619], [3.45847, -0.56389, 2.53684], [-2.51206, 2.68038, 0.94930], [2.66760, -1.01408, -1.71566], [4.07361, -1.60231, 0.28137], [4.25986, 0.62779, 1.51518], [-0.83400, 2.05876, -0.25053], [-1.51623, -2.89976, -0.64918]],
  "mulliken_charge": [-0.14, -0.42, -0.55, 0.15, -1.27, 0.50, -0.21, -0.81, -0.19, -0.86, -0.75, 1.03, 0.09, -0.90, 0.30, 0.44, 0.27, 0.22, 0.34, 0.25, 0.41, 0.34, 0.38, 0.36, 0.33, 0.26, 0.44]
}

=====

{
  "formula": "C41H32BCoF4NOP2",
  "method": "wB97M-V/def2-TZVPD",
  "molar_mass_da": 762.40,
  "total_energy_ha": -4201.401802,
  "gap_ev": [6.86, 6.82],
  "multiplicity": 4,
  "largest_force_ev_per_a": 0.401,
  "lumo_ev": [-0.24, -0.98],
  "elements": ["Co", "P", "P", "F", "F", "F", "F", "O", "N", "C", "C", "C", "C", "C", "C", "C", "C", "C", "C", "C", "C", "C", "C", "C", "C", "C", "C", "C", "C", "C", "C", "C", "C", "C", "C", "C", "C", "C", "C", "C", "C", "C", "C", "C", "C", "C", "C", "C", "C", "C", "B", "H", "H", "H", "H", "H", "H", "H", "H", "H", "H", "H", "H", "H", "H", "H", "H", "H", "H", "H", "H", "H", "H", "H", "H", "H", "H", "H", "H", "H", "H", "H", "H"],
  "xyz": [[0.03900, 0.32044, 0.11453], [2.13438, -0.12614, -0.28332], [0.40973, -0.05195, 2.54204], [-1.93537, 0.95882, 0.56327], [-0.32729, 2.55597, 0.41178], [-2.37128, 2.88064, -0.59295], [-2.20256, 2.96388, 1.70501], [-1.57278, 1.00196, -2.41901], [-0.25827, 0.83465, -2.02421], [-1.21028, -3.67612, 3.65957], [-0.95978, 1.48014, 4.40468], [2.85044, 2.50019, 0.09660], [3.84363, 0.23881, -4.54201], [-1.45173, -4.26585, 2.45528], [2.75242, 1.25213, 0.66801], [3.34529, -4.61160, 1.16839], [-0.52875, 1.51853, 6.77261], [4.58125, 0.56848, 1.96954], [-0.65809, -2.37766, 3.70904], [3.85852, -3.88928, 2.16555], [4.44399, -1.70403, 0.91780], [3.08548, 0.82833, 2.10042], [2.94909, -1.61785, 0.41208], [-0.71761, -2.18678, -1.11793], [-1.21676, -3.50835, -1.16168], [3.67010, 3.18528, 3.02691], [-0.43630, -1.54064, 0.06157], [3.84464, 3.95177, 1.93330], [0.08021, 0.57326, 4.22505], [-1.18886, -3.58161, 1.24114], [2.74964, -4.09474, -0.06998], [0.80697, 0.13552, 5.33213], [-1.44769, -4.19501, -0.00861], [2.53058, -1.75033, 1.92542], [0.46193, 0.59062, -3.04396], [5.14556, -0.45504, 1.34083], [4.11683, -0.12090, -2.19164], [2.48673, 0.42261, -4.34117], [2.81093, 1.96212, 3.11250], [2.57359, -2.81851, -0.41687], [3.91855, -2.39508, 2.21483], [1.92087, 0.34214, -3.06710], [2.75081, 0.05408, -1.97742], [-0.66982, -2.26389, 1.27901], [0.50733, 0.60799, 6.60001], [-1.26151, 1.94930, 5.67715], [-0.37837, -1.69302, 2.55842], [3.34421, 3.69412, 0.62213], [4.66622, -0.03197, -3.45986], [2.20638, -0.39354, 2.46393], [-1.73685, 2.39473, 0.55590], [1.76764, 2.27424, 2.99057], [1.07892, 0.26553, 7.45330], [4.41408, -2.05188, 3.11982], [-0.03823, 0.60389, -4.00980], [4.12674, 3.52065, 3.95105], [-0.76320, 1.88960, 7.76210], [-1.84022, -5.20479, -0.02736], [1.61275, -0.57792, 5.19647], [3.40669, 4.51656, -0.07989], [-0.56896, -1.67569, -2.06163], [5.07181, -2.32487, 0.27982], [4.26013, -4.41959, 3.02161], [-1.86276, -5.26763, 2.40642], [-1.52300, 1.83454, 3.55147], [4.76296, -0.31935, -1.34471], [5.72952, -0.17276, -3.60163], [-0.45522, -1.92941, 4.67380], [-1.42910, -4.19973, 4.58120], [-2.06775, 2.65951, 5.80627], [2.40578, -4.84358, -0.77401], [-1.42216, -3.97036, -2.11996], [-1.99587, 1.51982, -1.70824], [6.22444, -0.45262, 1.22501], [5.20822, 1.39471, 2.28559], [1.71140, -2.44090, 2.09028], [1.84326, 0.63896, -5.18490], [4.40277, 4.87376, 2.05382], [3.36536, -5.69054, 1.26610], [2.56238, 2.55623, -0.95024], [2.88750, 1.54362, 4.11535], [2.10396, -2.62957, -1.37560], [4.25580, 0.30852, -5.53986]],
  "lowdin_spin": [1.14, 0.01, 0.13, 0.01, 0.01, 0.00, 0.00, 0.00, 0.02, 0.00, 0.00, -0.01, 0.00, 0.00, 0.28, 0.00, 0.00, 0.02, 0.00, 0.01, 0.00, 0.08, 0.05, -0.01, 0.00, 0.20, -0.09, 0.01, 0.04, 0.00, 0.01, 0.02, 0.00, 0.07, 0.01, 0.03, 0.00, 0.00, 0.04, 0.00, 0.03, 0.00, 0.00, -0.01, 0.00, 0.00, 0.00, 0.28, 0.00, 0.56, 0.00, 0.01, 0.00, 0.00, 0.00, 0.01, 0.00, 0.00, 0.01, 0.02, 0.00, 0.00, 0.00, 0.00, 0.00, 0.00, 0.00, 0.00, 0.00, 0.00, 0.00, 0.00, 0.00, 0.00, 0.00, 0.00, 0.00, 0.00, 0.00, 0.00, 0.00, 0.00, 0.00]
}

=====

{
  "formula": "C38H34IN6O4PbS2",
  "method": "wB97M-V/def2-TZVPD",
  "molar_mass_da": 1036.97,
  "total_energy_ha": -3384.722614,
  "gap_ev": 7.55,
  "largest_force_ev_per_a": 0.718,
  "lumo_ev": -3.05,
  "de_lowest_kcal_mol": 0.0,
  "total_charge": 1,
  "elements": ["Pb", "I", "S", "S", "O", "O", "O", "O", "N", "N", "N", "N", "N", "N", "C", "C", "C", "C", "C", "C", "C", "C", "C", "C", "C", "C", "C", "C", "C", "C", "C", "C", "C", "C", "C", "C", "C", "C", "C", "C", "C", "C", "C", "C", "C", "C", "C", "C", "C", "C", "C", "C", "H", "H", "H", "H", "H", "H", "H", "H", "H", "H", "H", "H", "H", "H", "H", "H", "H", "H", "H", "H", "H", "H", "H", "H", "H", "H", "H", "H", "H", "H", "H", "H", "H", "H"],
  "xyz": [[-0.14277, -0.47854, 0.92246], [1.09496, 5.47004, -5.73974], [2.08299, 0.66351, 1.47009], [-1.46725, -4.63344, -0.53330], [-0.31436, 1.61526, 2.61858], [1.17481, -0.99780, -1.41598], [-0.40499, 1.32206, -0.29995], [-2.06368, 0.67237, -1.67305], [0.46405, -1.15282, -3.57907], [1.54080, -2.51435, 0.97775], [2.49362, -0.13735, -3.06756], [-2.40472, -0.03510, 1.88608], [0.39323, 2.59879, 2.11866], [-0.29184, -1.11909, 3.29157], [-1.17765, -2.21899, 0.17067], [1.82465, 4.64835, 0.97851], [3.63591, -3.65660, 0.92630], [0.71244, 2.86504, -2.31141], [0.69623, -1.78762, 5.35607], [1.67114, -4.70688, 0.06564], [0.95978, -3.55958, 0.39163], [-0.96326, 3.75588, -4.34323], [-0.47072, -3.37747, 0.08167], [-0.60023, 2.40976, -2.37773], [-4.61733, 0.84166, 1.79804], [-1.43569, 2.86518, -3.38872], [-4.80344, 0.56191, 3.12243], [-3.76097, -0.01960, 3.86632], [0.74450, -1.55730, 3.97832], [-0.47812, -1.55899, 6.01693], [-2.80919, -3.59141, -0.67374], [0.60970, 4.90071, 1.61165], [-2.52606, -2.32386, -0.26369], [-2.85094, -0.81120, 5.96153], [3.39063, 0.46454, -2.10154], [-1.59490, -1.08141, 5.31210], [0.14031, -0.37192, -4.77219], [-1.09036, 1.37912, -1.40612], [0.35927, 4.17904, -4.28129], [-3.88706, -0.30766, 5.26984], [-2.56683, -0.29857, 3.20033], [-0.08955, 3.86177, 2.16311], [1.35604, -0.74817, -2.62753], [2.85509, -2.55727, 1.22392], [1.56319, 2.31467, 1.49923], [1.20299, 3.74653, -3.26747], [-3.38683, 0.52648, 1.20527], [-1.45286, -0.85517, 3.94149], [3.08290, -0.39054, -4.37660], [3.02356, -4.75528, 0.34102], [-0.57953, -2.09665, -3.19321], [2.28887, 3.35370, 0.92021], [4.69480, -3.64764, 1.14628], [-1.46249, -1.58199, -2.80976], [0.20067, 5.89918, 1.67597], [-2.93810, -1.01617, 7.02235], [-0.89140, -0.02554, -4.70008], [2.54437, -1.17525, -4.89855], [-1.04304, 3.95912, 2.65821], [-5.74211, 0.79113, 3.61569], [-0.20352, -2.77717, -2.43479], [2.22986, 4.09053, -3.22483], [4.28112, -0.15611, -1.95817], [-3.74612, -3.97121, -1.05993], [1.17075, -5.53873, -0.41348], [3.29860, -1.67769, 1.67711], [-2.45706, 2.50500, -3.43033], [4.11396, -0.72256, -4.23843], [-0.55902, -1.73342, 7.08394], [3.09631, 0.50812, -4.99807], [1.57953, -2.13944, 5.87124], [0.23653, -0.98398, -5.67232], [-4.83148, -0.09726, 5.75947], [-0.86032, -2.67260, -4.07744], [3.71396, 1.44548, -2.46016], [-5.39588, 1.29863, 1.20103], [0.77965, 0.50186, -4.86292], [-1.61344, 4.10998, -5.13187], [2.38742, 5.45391, 0.52366], [3.59787, -5.63953, 0.09261], [-3.23558, -1.50907, -0.29631], [3.22182, 3.10793, 0.43003], [1.35180, 2.50327, -1.51378], [2.88485, 0.57724, -1.15034], [-3.18904, 0.73762, 0.15694], [1.65423, -1.73935, 3.42273]],
  "mulliken_charge": [2.29, 0.11, -0.42, -0.22, -0.58, 0.14, -0.06, -0.70, 0.29, 0.33, 0.44, 0.49, 0.10, 0.46, 0.54, -0.43, -1.09, 0.14, -1.26, -0.99, 0.92, -0.59, 0.40, -0.04, -1.34, -0.55, -0.81, 1.17, -0.19, -0.70, -0.32, -0.85, -1.58, -0.98, -0.98, 1.08, -1.22, 0.26, -0.21, -0.93, -0.28, -0.19, -0.08, -0.41, 0.63, -0.95, -0.27, -0.11, -1.29, -0.72, -0.75, -0.64, 0.46, 0.30, 0.43, 0.42, 0.42, 0.41, 0.48, 0.44, 0.04, 0.44, 0.44, 0.48, 0.50, 0.52, 0.48, 0.37, 0.44, 0.33, 0.47, 0.28, 0.44, 0.46, 0.35, 0.52, 0.39, 0.42, 0.46, 0.43, 0.44, 0.45, 0.51, -0.02, 0.46, 0.42]
}